Record 1
32
Properties=species:S:1:pos:R:3 method="wB97M-V/def2-TZVPD" spin_multiplicity=3 e_tot_ev=-25829.167 homo_ev="-14.56 / -17.36" charge=+2 fmax_ha_per_bohr=0.094 s_squared=2.029
C -2.78427 0.46208 -0.13209
C -1.81824 -2.70271 0.33492
C 2.02542 2.16227 0.79227
C 1.49855 -1.67130 -1.27021
C -1.73037 -1.39002 1.05088
C 1.63795 1.22042 -0.38878
C 1.25627 -1.12015 0.22988
N -2.73823 1.79119 -0.51876
N -1.66201 -0.21566 0.22100
N 0.72201 0.14444 0.10244
N -1.76413 2.69456 0.00800
N -0.52390 0.40145 -0.03960
S -4.20622 -0.29722 -0.21930
H -0.89033 -2.78144 -0.31124
H -1.60172 -3.39795 1.05806
H -2.79338 -2.84669 -0.12823
H 2.95973 2.66409 0.56844
H 1.30931 3.10514 1.05916
H 2.14382 1.64813 1.72538
H 0.61694 -1.60046 -1.84418
H 2.23639 -1.13936 -1.80769
H 1.79103 -2.62755 -1.14923
H -2.48038 -1.22607 1.80944
H -0.82752 -1.29041 1.63370
H 1.24878 1.67330 -1.28306
H 2.61573 0.67437 -0.60667
H 0.57784 -1.79990 0.84896
H 2.11619 -1.00702 0.90261
H -3.57928 2.11373 -0.85323
H -1.75940 3.55814 -0.65156
H -1.99786 3.08031 1.05663
H -0.83722 2.02664 0.04938


Record 2
51
Properties=species:S:1:pos:R:3 method="wB97M-V/def2-TZVPD" e_tot_ev=-36808.740 homo_ev=-14.12 charge=+2 fmax_ha_per_bohr=0.047 de_lowest_kcal_mol=25.0
Au 0.00073 0.04934 0.00500
C 4.44483 -1.02526 -0.00710
C 5.11453 0.19314 -0.00210
C 4.38503 1.36014 0.00060
C 2.97393 1.29334 -0.00100
N 2.34903 0.09884 -0.00510
C 3.05973 -1.01796 -0.00850
N 2.34173 2.47144 0.00090
C 1.11613 2.84474 0.00060
N 0.00043 2.05464 0.00110
C -1.11557 2.84434 0.00020
N -2.34067 2.47054 -0.00020
C -2.97277 1.29214 -0.00080
C -4.38377 1.35894 0.00010
C -5.11327 0.19224 -0.00090
C -4.44367 -1.02626 -0.00360
C -3.05857 -1.01896 -0.00440
N -2.34787 0.09774 -0.00260
C -0.70327 4.24114 -0.00020
C -1.42277 5.41704 0.00000
C -0.69437 6.60294 0.00000
C 0.69423 6.60304 0.00010
C 1.42273 5.41724 0.00000
C 0.70343 4.24134 0.00000
H 4.98483 -1.95776 -0.00960
H 6.19223 0.22064 -0.00050
H 4.85713 2.33034 0.00380
H 2.50013 -1.94306 -0.01290
H -4.85567 2.32934 0.00180
H -6.19097 0.21974 0.00030
H -4.98357 -1.95876 -0.00460
H -2.49877 -1.94396 -0.00700
H -2.49877 5.41594 0.00010
H -1.22557 7.54104 0.00000
H 1.22533 7.54124 0.00010
H 2.49873 5.41614 0.00020
C -1.14937 -4.96986 -0.91730
C -0.00217 -4.50986 0.00380
C -0.22087 -4.96686 1.45960
C 1.36683 -4.97066 -0.53450
C -0.00097 -3.08596 0.00610
N 0.00163 -1.93616 0.01280
H -1.15777 -6.05646 -0.95490
H -1.01207 -4.59066 -1.92880
H -2.11357 -4.63266 -0.53960
H -0.22407 -6.05346 1.49440
H -1.17387 -4.60626 1.84340
H 0.57663 -4.60296 2.10530
H 1.38273 -6.05726 -0.57200
H 2.17363 -4.63896 0.11800
H 1.53843 -4.58876 -1.53990


Record 3
54
Properties=species:S:1:pos:R:3 method="wB97M-V/def2-TZVPD" smiles=CO.CO.CO.CO.CO.CO.CO.CO.CO e_tot_ev=-28340.663 homo_ev=-9.96 charge=0 fmax_ha_per_bohr=0.008 de_lowest_kcal_mol=107.1
C -2.77993 -1.82424 1.81766
O -1.47159 -2.23642 1.46101
H -2.93083 -2.05765 2.87083
H -2.92291 -0.75029 1.67004
H -3.54463 -2.35307 1.23534
H -1.18121 -1.66206 0.74361
C -2.67709 0.70503 -3.73209
O -2.67391 0.40708 -2.34878
H -3.20219 1.64907 -3.87395
H -1.66406 0.82277 -4.13325
H -3.19181 -0.07030 -4.31032
H -1.88588 -0.11169 -2.14299
C -2.43269 -3.02891 -2.63171
O -2.25321 -4.30843 -3.22942
H -2.07489 -2.21281 -3.27854
H -3.49983 -2.88766 -2.50526
H -1.91459 -2.95003 -1.67355
H -1.32531 -4.55100 -3.17306
C 2.90474 2.17538 2.84033
O 2.67364 1.55513 1.58844
H 3.91959 1.98731 3.20950
H 2.81553 3.24887 2.69018
H 2.19015 1.84113 3.59666
H 2.86761 0.61566 1.66909
C 2.34156 -2.27557 -1.60083
O 0.96381 -2.67367 -1.57914
H 2.53147 -1.69701 -0.69797
H 3.00769 -3.13932 -1.60656
H 2.56755 -1.64326 -2.46423
H 0.83868 -3.36198 -2.23695
C -1.04752 2.09017 2.22313
O -1.77195 2.26305 3.43205
H -1.40146 1.21566 1.66620
H -1.13901 2.96773 1.57317
H -0.00134 1.94931 2.47914
H -2.69891 2.39078 3.22052
C 0.30307 0.57984 -0.56971
O -0.58960 -0.53461 -0.67592
H 1.09721 0.36596 0.14159
H 0.73185 0.83567 -1.54536
H -0.26041 1.44713 -0.24348
H -0.05543 -1.29390 -0.95515
C 1.70379 -1.68343 2.21072
O 3.05999 -1.23340 2.06751
H 1.06097 -0.80656 2.23169
H 1.39710 -2.30494 1.36541
H 1.56621 -2.23727 3.13885
H 3.62520 -2.00747 2.12958
C 1.48490 4.17946 -0.13389
O 1.44671 5.54565 -0.53352
H 0.52499 3.68434 -0.29438
H 2.27331 3.63052 -0.65793
H 1.71984 4.15018 0.92526
H 0.97502 5.59411 -1.36956


Record 4
17
Properties=species:S:1:pos:R:3 method="wB97M-V/def2-TZVPD" smiles="C=C=C(C)/C=C/C" e_tot_ev=-7417.381 homo_ev=-8.16 charge=0 fmax_ha_per_bohr=0.113 de_lowest_kcal_mol=84.3
C -0.97732 -2.71841 0.99151
C -0.26250 -1.67097 0.82214
C 0.53234 -0.67203 0.57048
C 1.96724 -0.77219 0.85747
C 0.11368 0.62115 -0.28520
C -1.06881 1.23746 -0.73312
C -1.02632 2.46753 -1.50811
H -1.22411 -3.27773 1.85170
H -1.24859 -3.31036 0.17516
H 2.26903 0.11439 1.54491
H 2.53015 -0.62342 -0.06906
H 2.21961 -1.70934 1.40796
H 1.11385 0.99363 -0.50280
H -1.89824 0.90146 -0.14250
H -1.00706 3.36761 -0.81440
H -1.95751 2.56893 -2.20695
H -0.07543 2.48230 -1.95922


Record 5
8
Properties=species:S:1:pos:R:3 method="wB97M-V/def2-TZVPD" e_tot_ev=-36453.200 homo_ev="-8.50 / -8.50" charge=0 fmax_ha_per_bohr=0.054 de_lowest_kcal_mol=77.5
C 1.44015 -0.40042 0.27043
C 0.28054 0.16609 -0.22509
P -0.82707 0.98649 0.98685
Cl -2.56006 -1.69123 -0.58848
Cl -2.06468 2.02752 -0.20555
H 2.35100 -0.58915 -0.22005
H 1.49510 -0.70276 1.31101
H -0.11498 0.20346 -1.32911


Record 6
8
Properties=species:S:1:pos:R:3 method="wB97M-V/def2-TZVPD" smiles="NNC(=O)I" e_tot_ev=-14212.834 homo_ev=-9.60 charge=0 fmax_ha_per_bohr=0.065 de_lowest_kcal_mol=3.1
N -0.42228 0.39942 -1.36596
N 0.47936 0.13931 -0.24737
C 0.01829 -0.24549 0.95220
O -1.03180 -0.59542 1.36204
I 1.77418 -0.71160 2.34595
H -1.02174 1.27073 -1.24851
H -1.25328 -0.28613 -1.48868
H 1.45727 0.02918 -0.30968


What did the third record say?
54
Properties=species:S:1:pos:R:3 method="wB97M-V/def2-TZVPD" smiles=CO.CO.CO.CO.CO.CO.CO.CO.CO e_tot_ev=-28340.663 homo_ev=-9.96 charge=0 fmax_ha_per_bohr=0.008 de_lowest_kcal_mol=107.1
C -2.77993 -1.82424 1.81766
O -1.47159 -2.23642 1.46101
H -2.93083 -2.05765 2.87083
H -2.92291 -0.75029 1.67004
H -3.54463 -2.35307 1.23534
H -1.18121 -1.66206 0.74361
C -2.67709 0.70503 -3.73209
O -2.67391 0.40708 -2.34878
H -3.20219 1.64907 -3.87395
H -1.66406 0.82277 -4.13325
H -3.19181 -0.07030 -4.31032
H -1.88588 -0.11169 -2.14299
C -2.43269 -3.02891 -2.63171
O -2.25321 -4.30843 -3.22942
H -2.07489 -2.21281 -3.27854
H -3.49983 -2.88766 -2.50526
H -1.91459 -2.95003 -1.67355
H -1.32531 -4.55100 -3.17306
C 2.90474 2.17538 2.84033
O 2.67364 1.55513 1.58844
H 3.91959 1.98731 3.20950
H 2.81553 3.24887 2.69018
H 2.19015 1.84113 3.59666
H 2.86761 0.61566 1.66909
C 2.34156 -2.27557 -1.60083
O 0.96381 -2.67367 -1.57914
H 2.53147 -1.69701 -0.69797
H 3.00769 -3.13932 -1.60656
H 2.56755 -1.64326 -2.46423
H 0.83868 -3.36198 -2.23695
C -1.04752 2.09017 2.22313
O -1.77195 2.26305 3.43205
H -1.40146 1.21566 1.66620
H -1.13901 2.96773 1.57317
H -0.00134 1.94931 2.47914
H -2.69891 2.39078 3.22052
C 0.30307 0.57984 -0.56971
O -0.58960 -0.53461 -0.67592
H 1.09721 0.36596 0.14159
H 0.73185 0.83567 -1.54536
H -0.26041 1.44713 -0.24348
H -0.05543 -1.29390 -0.95515
C 1.70379 -1.68343 2.21072
O 3.05999 -1.23340 2.06751
H 1.06097 -0.80656 2.23169
H 1.39710 -2.30494 1.36541
H 1.56621 -2.23727 3.13885
H 3.62520 -2.00747 2.12958
C 1.48490 4.17946 -0.13389
O 1.44671 5.54565 -0.53352
H 0.52499 3.68434 -0.29438
H 2.27331 3.63052 -0.65793
H 1.71984 4.15018 0.92526
H 0.97502 5.59411 -1.36956